The following is a DFT calculation (wB97M-V/def2-TZVPD) of an isolated molecule of C9H10O3.

Computed properties:
calculated total energy = -574.58703 hartree
frontier orbital gap = 0.336 Eh
strongest force on any atom = 4.3 eV/Å
SMILES = COc1cccc(C=O)c1OC

Element x y z (Å)
C 1.52648 1.08361 2.57714
O 1.10781 1.66640 1.27897
C 0.91268 0.80398 0.27793
C 1.80524 0.81121 -0.75990
C 1.69192 -0.02716 -1.88260
C 0.52115 -0.78143 -1.95817
C -0.49105 -0.77465 -0.99603
C -1.54257 -1.79882 -0.93546
O -1.99020 -2.36485 -1.97904
C -0.22820 -0.05005 0.17165
O -1.10452 -0.16123 1.23479
C -1.90150 1.02315 1.53499
H 2.32667 0.33478 2.45103
H 1.98350 2.03014 3.10556
H 0.62843 0.63803 3.04580
H 2.68476 1.48056 -0.65911
H 2.43558 0.03196 -2.73740
H 0.35385 -1.47661 -2.78739
H -2.00281 -1.89988 0.09987
H -2.27015 0.95004 2.64435
H -1.27040 1.86260 1.57178
H -2.73898 1.18680 0.81033

Atoms 1-6, force components in eV/Å:
0.31 2.13 -0.27
0.50 0.06 2.11
-1.29 -1.39 -1.12
1.74 0.17 -0.90
-0.60 0.55 -0.39
0.24 -0.68 -1.44


The following is a DFT calculation (wB97M-V/def2-TZVPD) of a structure of composition C3H6Br2N3.

Computed properties:
calculated total energy = -5429.81759 hartree
frontier orbital gap = 0.341 Eh
strongest force on any atom = 6.6 eV/Å
net charge = +1

Element x y z (Å)
C -0.65248 1.39678 0.86494
C -0.74688 -0.38126 -0.45251
C 1.77556 -0.56152 -0.38330
N 0.39376 0.77621 1.18777
N -1.41831 0.83647 -0.09254
N 0.45514 -0.41066 0.36290
Br -1.83459 -1.99531 -0.40430
Br -3.26998 1.15192 -0.31123
H -0.95394 2.28917 1.45254
H -0.15329 -0.22346 -1.69565
H 1.78996 -1.67756 -0.71628
H 1.85105 0.31041 -1.09855
H 2.47097 -0.30783 0.35035
H 0.29304 -1.20336 0.93586

Atoms 1-6, force components in eV/Å:
-1.61 1.31 1.18
0.56 0.35 -6.58
-1.70 -0.60 -0.89
2.21 -0.14 0.96
-0.81 -0.21 -0.24
-0.18 0.63 -0.26


The following is a DFT calculation (wB97M-V/def2-TZVPD) of a structure of composition C5H7NO.

Computed properties:
calculated total energy = -324.56007 hartree
frontier orbital gap = 0.361 Eh
strongest force on any atom = 2.4 eV/Å

Element x y z (Å)
O 2.72713 0.19884 -0.32788
C 1.63929 0.56449 -0.70610
C 0.35352 0.01192 -0.19054
C -0.87571 -0.52596 -0.89708
N -1.31672 -0.41168 0.68322
C -0.66426 0.92583 0.55341
C 0.08096 -0.98643 0.92041
H 1.52416 1.44312 -1.38262
H -1.28479 0.11613 -1.69722
H -1.27895 -1.52493 -0.88570
H -1.28280 1.60220 -0.04738
H -0.35792 1.39197 1.49437
H 0.51001 -0.76369 1.90264
H 0.18838 -2.04592 0.66048

Atoms 1-6, force components in eV/Å:
-0.42 0.15 -0.26
0.42 -0.17 0.14
0.43 0.16 0.07
-1.69 -0.09 1.16
-0.14 0.57 -0.76
0.18 0.67 0.23


The following is a DFT calculation (wB97M-V/def2-TZVPD) of a structure of composition C17H20Cl4O3Tc.

Computed properties:
calculated total energy = -2807.18557 hartree
frontier orbital gap (alpha / beta) = 0.177 / 0.179 Eh
strongest force on any atom = 2.4 eV/Å
multiplicity = 4
net charge = -2

Element x y z (Å)
C -0.68425 0.93818 -2.25576
C -0.82120 -0.47988 -2.62275
C 0.48699 -0.99694 -2.84273
C -2.07286 -1.11600 -3.07414
C 1.44200 0.04055 -2.59682
C 0.74757 1.23645 -2.33682
C 1.35749 2.58339 -2.24493
C -1.75359 1.94760 -2.48934
C 0.79077 -2.37031 -3.30547
C 2.92178 -0.11266 -2.58057
Tc -0.54529 0.16730 -0.28942
Cl -3.31657 -3.45828 -0.59561
Cl -2.70425 -0.13304 0.00479
Cl 0.36526 -1.93925 -0.11886
H -2.93242 -0.47177 -2.88077
H -2.24840 -2.06644 -2.54691
H -2.01319 -1.29942 -4.15641
H 0.00600 -3.05212 -2.96393
H 1.76230 -2.69959 -2.92185
H 0.83768 -2.43811 -4.40029
H 3.18885 -1.01993 -2.02555
H 3.36772 0.75798 -2.08903
H 3.36122 -0.18624 -3.58052
H 2.29450 2.53334 -1.68161
H 0.68100 3.27888 -1.74740
H 1.59822 2.99500 -3.23502
H -2.70865 1.57863 -2.12077
H -1.83829 2.16061 -3.56070
H -1.50658 2.87161 -1.96619
O -0.08520 1.95618 0.18217
H 0.16862 2.10948 1.10186
Cl 0.67051 0.51440 8.27614
C 0.37419 0.13466 6.63218
C -0.55615 -0.86822 6.32192
C -0.80812 -1.15700 4.97751
C -0.16207 -0.42921 3.98308
C 0.79147 0.55708 4.29574
C 1.04439 0.85713 5.63632
C -0.57771 -0.75182 2.56691
O -1.29737 -1.70633 2.33499
O -0.10002 0.14380 1.73716
H -1.07202 -1.41080 7.09878
H -1.51590 -1.92967 4.68346
H 1.31148 1.09350 3.50894
H 1.75010 1.63730 5.88821

Atoms 1-6, force components in eV/Å:
0.76 -0.55 -1.52
1.44 1.28 -0.28
-0.49 1.08 -0.17
-0.44 -0.55 0.20
-1.22 0.33 -0.16
-0.36 -0.98 -0.13


The following is a DFT calculation (wB97M-V/def2-TZVPD) of a cluster of 17 separate species, C34H102O34 in total.

Computed properties:
calculated total energy = -3914.54437 hartree
frontier orbital gap = 0.350 Eh
strongest force on any atom = 2.8 eV/Å

Element x y z (Å)
C -5.26057 3.38825 -0.77678
C -5.84127 4.13580 -1.93868
O -4.99023 5.27164 -2.14048
O -6.00290 2.16402 -0.70551
H -5.31444 3.88010 0.18473
H -4.20415 3.20649 -0.94319
H -6.85446 4.45980 -1.65196
H -5.83292 3.54963 -2.88002
H -5.48384 5.92178 -2.65309
H -5.75010 1.74689 0.11618
C 2.81837 1.30286 -3.17070
C 1.58050 0.50379 -3.32682
O 1.36067 0.15774 -4.69778
O 3.90725 0.41848 -3.53235
H 2.89776 1.70866 -2.15663
H 2.80441 2.10917 -3.88204
H 0.71332 1.06660 -3.00033
H 1.68485 -0.45254 -2.79244
H 2.18132 -0.35389 -4.87368
H 4.09480 -0.16411 -2.80407
C 6.06279 5.65339 -1.15579
C 5.30620 6.43720 -2.25466
O 5.30306 5.67803 -3.42181
O 5.58038 4.26046 -1.08612
H 6.05042 6.04459 -0.13272
H 7.11377 5.62506 -1.46909
H 5.90679 7.31894 -2.49532
H 4.27691 6.65457 -1.91037
H 5.66917 4.81044 -3.19948
H 4.63542 4.19476 -0.87223
C -3.90506 -3.12262 2.64463
C -3.55046 -3.38423 1.18837
O -2.15107 -3.23344 1.11810
O -3.37542 -4.12462 3.49461
H -4.96941 -3.04596 2.88395
H -3.47098 -2.14180 2.81736
H -4.07776 -2.58564 0.65890
H -3.87304 -4.36115 0.76597
H -1.85904 -3.46670 0.23741
H -2.39978 -4.06937 3.45572
C 2.78990 1.21123 4.13665
C 3.95293 0.34496 3.62704
O 4.46871 -0.21497 4.81770
O 3.15785 2.28665 5.01119
H 2.09527 0.55093 4.65329
H 2.19353 1.69328 3.36678
H 4.64075 0.96606 3.05262
H 3.51643 -0.43491 2.96491
H 5.39580 -0.45398 4.74215
H 3.81486 1.88487 5.60092
C -1.06194 5.07098 -2.30013
C -0.42545 3.68220 -2.66079
O 0.39939 3.37711 -1.52407
O -2.02744 4.99930 -1.27747
H -1.51324 5.56200 -3.18812
H -0.24660 5.72436 -1.99775
H 0.27426 3.82673 -3.49085
H -1.18378 2.93293 -2.93709
H -0.15232 3.17317 -0.76553
H -2.82719 5.43905 -1.62432
C -4.30730 -6.23387 -3.13052
C -4.53641 -5.53981 -1.79570
O -4.78797 -6.44433 -0.76637
O -5.44089 -6.89312 -3.60232
H -3.41140 -6.85772 -3.10832
H -4.17099 -5.43437 -3.82671
H -5.42917 -4.89574 -1.93432
H -3.68608 -4.87100 -1.58491
H -5.28385 -6.09254 -0.03886
H -5.53602 -7.73834 -3.18314
C -3.87129 -0.40073 -1.61690
C -5.37810 -0.59639 -1.46874
O -5.56632 -0.67614 -0.08674
O -3.36266 -0.39605 -2.89819
H -3.28692 -1.19287 -1.08769
H -3.53253 0.51657 -1.04326
H -5.63489 -1.57430 -1.81631
H -5.86650 0.23126 -2.00515
H -6.50827 -0.84324 0.07124
H -3.65255 0.39099 -3.36623
C -0.67602 -2.04648 -4.24450
C -1.21412 -1.41401 -5.59780
O -1.22578 -2.50654 -6.51356
O -1.33169 -3.25944 -3.94693
H -0.73520 -1.35116 -3.40769
H 0.37353 -2.25714 -4.39752
H -0.50942 -0.66032 -5.91432
H -2.19315 -0.95492 -5.55527
H -1.94207 -2.36179 -7.13660
H -1.45998 -3.69599 -4.81064
C -2.02893 4.18152 2.83036
C -1.71008 2.97501 1.96123
O -1.04635 3.40559 0.78773
O -2.96008 4.98201 2.14299
H -1.12991 4.72852 3.10118
H -2.49718 3.89139 3.76425
H -2.58691 2.34121 1.69879
H -1.06666 2.30995 2.54029
H -1.57894 4.14269 0.44654
H -2.80380 5.90090 2.39473
C -0.73143 -5.99194 -0.10551
C -0.62377 -5.35085 -1.54035
O -1.23885 -4.08047 -1.43597
O -0.05145 -5.25767 0.83791
H -0.25020 -6.96110 -0.19347
H -1.81967 -6.07931 0.10732
H -1.08734 -5.95342 -2.29770
H 0.43586 -5.25729 -1.79702
H -1.25988 -3.64662 -2.31861
H -0.60878 -4.57249 1.25032
C 4.65710 -0.00439 0.09711
C 5.43881 1.12804 -0.44539
O 6.02167 1.75624 0.69095
O 4.06815 -0.73278 -0.98431
H 3.83698 0.32596 0.82028
H 5.33209 -0.66617 0.74192
H 4.79702 1.72981 -1.09272
H 6.30560 0.89110 -1.14759
H 6.35267 2.58809 0.27230
H 3.94503 -1.66689 -0.79989
C -0.79244 1.83761 5.33564
C -0.72769 1.22537 6.78423
O 0.58106 0.74479 6.90714
O 0.10241 2.92174 5.15906
H -1.81882 2.17297 5.17941
H -0.61494 1.03816 4.65585
H -1.46178 0.41505 6.87475
H -0.95283 2.06397 7.48080
H 0.77258 0.41498 7.78324
H 1.01877 2.67381 5.32838
C -0.32237 -2.00027 4.20753
C 0.68626 -3.13677 3.93225
O -0.05022 -4.26485 3.49459
O -0.88673 -1.54929 2.93654
H 0.05537 -1.12560 4.72689
H -1.16558 -2.34217 4.83847
H 1.25308 -3.39510 4.83765
H 1.32990 -2.78544 3.14761
H 0.42706 -4.79960 2.84434
H -1.30388 -2.33363 2.60117
C 2.43449 3.80085 0.77733
C 3.47134 4.50168 1.63135
O 3.63921 5.86388 1.20870
O 2.95706 3.71521 -0.56561
H 1.48172 4.36613 0.79708
H 2.22901 2.80640 1.19161
H 4.47462 4.08661 1.51522
H 3.26131 4.38698 2.69921
H 2.84537 6.32393 1.50583
H 2.19042 3.59926 -1.15409
C 3.30000 -5.69328 -0.75921
C 3.29446 -4.21278 -1.19318
O 4.07088 -3.41086 -0.32917
O 2.93234 -5.94159 0.60568
H 4.34599 -6.02323 -0.86823
H 2.61667 -6.20154 -1.47081
H 2.29886 -3.79051 -1.29477
H 3.77187 -4.16957 -2.16600
H 4.16414 -3.84497 0.53665
H 2.13948 -5.36963 0.74728
C 0.90473 0.17467 0.30478
C -0.08889 -0.85246 -0.38219
O 0.67499 -2.00667 -0.56830
O 1.15068 -0.18454 1.66770
H 0.48966 1.19463 0.24094
H 1.85414 0.12458 -0.27545
H -0.42116 -0.44716 -1.36239
H -1.02248 -1.00676 0.21461
H 0.12137 -2.79038 -0.63171
H 0.29873 -0.56684 1.95905

Atoms 1-6, force components in eV/Å:
-0.15 -1.16 -0.10
0.17 0.78 -0.01
-0.16 0.40 -0.12
0.19 0.46 -0.10
-0.26 0.72 0.05
0.38 -0.18 -0.24


The following is a DFT calculation (wB97M-V/def2-TZVPD) of an isolated molecule of C7H5F3N2.

Computed properties:
calculated total energy = -678.71185 hartree
frontier orbital gap (alpha / beta) = 0.327 / 0.327 Eh
strongest force on any atom = 4.9 eV/Å

Element x y z (Å)
C -0.24358 -1.52100 -0.72437
C 0.01207 1.48161 -1.08903
C 0.97933 0.60559 -0.94026
C -1.35555 0.72978 0.85525
C -1.36273 1.39933 -0.50517
C 0.21059 -0.91791 0.46661
C 1.33857 -1.44691 1.19705
N -0.53778 -2.03817 -1.69819
N -0.67081 -0.23117 1.32273
F 2.40595 -1.56526 0.44052
F 1.75751 -0.67497 2.22175
F 1.19950 -2.68725 1.65857
H 0.26793 2.22569 -1.91838
H 1.94597 0.46944 -1.34708
H -2.05867 1.16808 1.57257
H -1.85591 2.28984 -0.33092
H -2.03237 0.71328 -1.18164

Atoms 1-6, force components in eV/Å:
0.16 -0.73 0.69
1.44 0.38 -1.97
-2.36 -1.06 2.69
-0.69 0.23 0.38
-0.04 -3.82 -0.14
-0.15 4.53 -1.86